# C5H9NO

C5H9NO in the gas phase in a non-equilibrium geometry (ωB97M-V/def2-TZVPD, the OMol25 dataset).

As for the total charge: 0. Its energy above the lowest of the compared OMol25 structures with the same formula, charge and spin is 132.66 kcal per mole. For the electronic energy, the calculation gives -325.7262 a.u. As for the HOMO-LUMO gap (alpha / beta): 8.21 / 8.21 eV.

Geometry (Å):
C  0.4628  1.0270  0.1064
C  -1.6969  1.4618  0.0111
C  -0.1775  -0.3146  -0.1818
C  0.0756  -0.9238  1.2575
C  0.4782  -1.1952  -1.2100
N  1.3281  1.8524  0.2244
O  -1.5281  0.1091  -0.4367
H  -1.9717  1.5297  1.0116
H  -1.8972  2.0844  -0.8559
H  0.2467  -0.1880  1.9720
H  1.0977  -1.4584  1.1930
H  -0.7091  -1.6741  1.4362
H  0.4131  -2.2572  -1.1489
H  1.4202  -0.7755  -1.3436
H  0.0755  -1.0298  -2.1207
H  2.3825  1.7523  0.0853

Atomic forces in eV per Å
-4.255 2.246 -1.242
5.161 -2.026 -1.608
-0.415 0.215 2.127
0.997 -2.662 -2.370
-0.781 0.381 1.130
3.197 0.472 -0.067
0.522 -1.415 -0.191
-1.101 0.605 1.286
-0.481 0.344 0.712
-0.563 1.167 1.577
-1.590 0.561 0.052
0.305 0.402 0.426
0.330 -0.746 0.987
2.281 -0.105 0.100
-1.816 0.920 -3.102
-1.792 -0.359 0.182